18
Properties=species:S:1:pos:R:3 method="wB97M-V/def2-TZVPD" total_energy_ev=-11378.212 homo_lumo_gap_ev="8.3 / 7.5"
H -1.570 1.502 -0.183
H -0.295 -1.946 0.387
H 0.553 -0.376 -2.701
H 1.414 -0.641 2.454
N -2.004 -0.893 0.963
O -2.850 0.025 0.784
C -1.508 0.842 -1.131
H 0.510 0.844 1.830
H -1.085 1.351 -1.957
O -2.015 -1.680 1.928
C 0.599 -0.374 -1.582
C 0.561 0.021 2.531
H 1.181 -1.210 -1.112
H -0.077 -0.132 3.417
C -0.882 -0.983 0.224
H -2.461 0.516 -1.348
N -0.623 -0.264 -0.824
H 1.276 0.560 -1.435

24
Properties=species:S:1:pos:R:3 method="wB97M-V/def2-TZVPD" total_energy_ev=-13524.454 homo_lumo_gap_ev=10.4 smiles="CNC(C)=O.CNC(C)=O"
H 1.461 2.068 2.216
H -1.324 -2.363 -2.283
H -3.022 -2.568 -2.301
C 0.947 3.380 -1.528
H 2.799 2.218 -0.465
C 2.387 1.939 1.644
C -2.235 -2.061 -1.762
H -0.802 -2.395 2.271
H -2.048 -3.645 1.961
H 3.061 2.680 2.077
H 1.917 3.694 -1.923
O 0.004 -2.753 -0.372
H 0.462 4.360 -1.546
H -3.145 -2.808 -0.102
C -1.047 -2.927 0.213
H 2.698 0.944 1.898
H 0.504 2.682 -2.227
C -1.069 -3.288 1.693
O 0.066 3.125 0.667
C 0.996 2.933 -0.088
N 2.096 2.198 0.249
H -2.355 -0.980 -1.777
H -0.141 -3.834 1.882
N -2.210 -2.598 -0.396

14
Properties=species:S:1:pos:R:3 method="wB97M-V/def2-TZVPD" total_energy_ev=-8369.940 homo_lumo_gap_ev=10.0 smiles=C[C@@]1(O)C[C@H]1O
H 0.324 -0.269 2.336
C -0.199 0.572 0.353
H -0.433 -0.812 -1.205
H -0.369 2.547 0.261
O 0.988 -1.474 -0.889
C -0.976 0.188 -0.880
H 2.017 -0.158 0.386
O -0.142 1.870 0.915
H -0.727 0.913 -1.666
H 1.392 -1.218 -1.751
H -0.778 -1.320 1.340
H -2.055 0.094 -0.731
C 0.990 -0.402 0.198
C -0.031 -0.529 1.334

9
Properties=species:S:1:pos:R:3 method="wB97M-V/def2-TZVPD" total_energy_ev=-36680.880 homo_lumo_gap_ev="3.5 / 3.5" charge=-2
H 1.962 1.548 -0.178
H 1.977 -0.945 -0.132
C -1.513 0.529 0.032
S -3.149 0.877 0.134
C -0.078 -1.337 0.062
C 0.999 -0.536 0.043
S -0.433 1.800 0.174
C 0.977 0.882 -0.275
S -0.743 -2.818 0.139

39
Properties=species:S:1:pos:R:3 method="wB97M-V/def2-TZVPD" total_energy_ev=-34305.044 homo_lumo_gap_ev=9.4 smiles=FC(F)(F)OC[PH4].C1CCOC1.C1CCOC1
P -1.910 1.450 -1.573
H 2.145 -3.296 -1.019
C 1.787 1.652 2.342
H 3.741 2.590 0.520
O 1.717 2.600 0.174
C 1.084 -3.151 -0.782
F -3.152 -2.263 -0.698
H 2.440 0.779 2.225
H 2.975 4.191 0.615
H -0.537 1.750 -1.178
H 0.736 -2.305 2.381
F -2.879 -1.467 -2.928
H 0.028 2.397 1.323
C 2.615 2.911 2.343
H 1.193 1.516 3.249
C 0.769 -1.673 -0.710
C 1.280 -2.412 1.438
C 0.939 1.831 1.102
C 0.811 -3.602 0.630
H -3.909 0.854 -3.185
H -2.196 2.860 -1.850
C -3.732 0.938 -2.030
H 1.350 -1.084 -1.425
H 1.319 -4.530 0.902
H -1.368 0.581 -2.589
H -0.296 -1.486 -0.886
H -0.267 -3.747 0.770
H 3.541 2.829 2.918
H -4.383 1.875 -1.678
C 2.855 3.134 0.865
H 0.657 0.878 0.645
H -2.187 1.017 -0.205
H 2.351 -2.478 1.659
H 2.028 3.740 2.755
C -3.842 -1.499 -1.807
H 0.491 -3.677 -1.534
O 1.072 -1.248 0.626
F -5.065 -2.254 -2.171
O -4.200 -0.200 -1.232

16
Properties=species:S:1:pos:R:3 method="wB97M-V/def2-TZVPD" total_energy_ev=-28001.686 homo_lumo_gap_ev=9.8 smiles=CSSC.O.O
H -0.469 -3.683 2.423
H 2.115 -0.358 0.782
H 2.600 1.367 0.996
H 0.579 -1.241 -1.133
S 0.706 1.088 -1.599
H -0.674 -0.802 -2.327
S 0.271 1.157 0.399
H 1.643 0.567 2.228
H -1.365 -4.419 3.397
H -3.137 0.969 -1.121
H -2.128 0.348 -0.180
C 1.823 0.619 1.155
C 0.354 -0.645 -2.015
H 1.014 -0.966 -2.813
O -0.800 -3.640 3.337
O -3.053 0.275 -0.454

146
Properties=species:S:1:pos:R:3 method="wB97M-V/def2-TZVPD" total_energy_ev=-90605.448 homo_lumo_gap_ev=8.2 charge=-1
C 1.873 0.325 4.257
F 1.103 1.103 0.870
H -0.799 -7.825 1.455
H 5.058 -1.826 -4.424
C -4.454 -0.078 -3.803
H 4.556 -0.905 6.843
C 0.390 3.398 -1.891
C 3.156 -1.665 -3.481
C -2.137 1.073 1.250
O -0.061 -5.638 0.185
H -4.985 -0.757 -3.136
H -7.401 2.955 -2.265
C 4.152 -0.235 6.084
H 1.072 2.808 -1.279
H 3.622 4.226 2.748
H 1.878 5.651 2.122
N -5.343 1.082 -4.237
O -0.334 5.494 2.886
H 2.350 0.992 -3.396
H 1.033 0.882 5.907
H 2.694 4.694 -5.090
C 0.514 4.626 3.072
O 1.601 -2.536 -0.599
H -2.105 -2.695 -1.167
H -1.151 3.408 -5.148
H 1.019 5.073 -0.835
C -0.761 -2.920 -5.206
H -0.447 2.702 -1.925
H -5.280 2.928 -5.386
H 0.056 2.415 3.218
H -1.116 -6.791 2.809
H -2.500 0.833 -3.725
H 4.046 -0.537 -5.182
N 2.758 0.051 6.510
H -5.294 1.797 -2.134
H -2.590 -3.209 -4.137
C -3.341 0.380 0.772
C -1.180 4.225 -4.427
H -2.219 1.403 2.286
H -5.184 -1.388 0.236
H 0.937 0.519 9.329
F 2.687 -0.376 1.103
H 2.606 4.872 -2.520
H -2.479 -3.375 2.758
H -1.249 0.440 1.267
H -0.836 3.432 4.149
C -4.107 1.466 -6.327
C 5.067 0.972 6.007
C 2.089 0.897 5.638
H 4.830 -0.340 -3.625
C 4.306 -1.055 -4.258
H 0.001 5.668 -3.322
H -0.690 5.096 -1.427
H 2.574 0.661 3.493
H -4.093 -2.193 -0.832
H 3.202 -0.173 8.670
C -0.891 -5.561 1.118
H 4.006 -4.585 4.299
H -2.163 -1.274 0.683
H 1.413 -2.945 2.587
N -1.391 -4.421 1.485
N 3.806 -5.024 3.412
H 1.151 -1.289 -3.018
C -4.666 2.090 -5.055
O -4.342 1.111 0.635
H -3.936 2.672 -4.492
O 3.283 -2.781 -2.950
H 0.639 5.166 -4.800
H -2.359 -7.086 1.594
F 2.388 0.496 -0.758
H 0.590 3.250 4.772
C 0.097 4.505 -0.959
C -1.087 -3.600 -2.844
H 2.388 1.944 5.668
H 4.171 4.114 -4.152
C 0.187 4.759 -3.895
H -5.000 1.536 -6.949
H -2.745 -0.505 -2.524
C 1.779 0.099 0.293
C 2.161 -3.351 3.268
H 0.746 0.663 -3.976
H 2.584 2.790 3.028
C 2.645 0.401 7.930
H -0.922 -4.130 3.462
H 2.083 0.487 -5.034
H 2.871 -2.525 3.303
H 0.308 -2.854 -5.005
H -0.767 -3.655 -6.010
H -2.437 -4.408 -1.167
H -3.105 -3.472 -2.413
H -1.732 4.008 -3.513
H -7.802 2.531 -3.793
C 3.122 3.962 -4.405
H 6.132 0.742 6.044
C -1.295 -6.897 1.739
H -1.967 1.920 0.587
H 4.755 1.637 5.202
H 2.700 3.054 -2.621
H -2.439 -5.029 3.243
H -3.392 1.095 -2.247
H 2.893 1.460 7.999
N -3.101 -0.941 0.515
C -2.197 -3.566 -1.816
C -1.812 -4.232 2.841
C 2.812 -4.525 2.689
H -1.714 4.987 -4.995
C 1.221 0.078 8.374
H 4.916 1.566 6.908
O 2.414 -4.945 1.655
C -6.915 2.825 -3.231
H 5.066 -6.119 2.193
N 0.960 3.734 -3.215
H 3.775 -7.088 2.927
H 4.147 -0.774 5.137
H 2.644 3.397 1.413
H -1.067 -1.946 -5.589
H -4.082 -2.671 0.888
H 1.824 -3.417 4.302
H -0.980 -3.609 1.047
N -1.583 -3.216 -4.056
H 0.343 0.252 7.753
H -6.522 3.739 -3.677
C 2.347 3.976 -3.083
O -0.152 -1.724 0.918
O 0.029 -4.035 -2.609
H 1.032 0.803 3.754
H 1.159 -0.996 8.554
S 0.634 -1.445 -0.253
O -0.115 -0.874 -1.417
H 1.671 -0.744 4.198
H 3.104 2.964 -4.845
C 2.708 3.708 2.455
C -3.185 0.359 -3.023
C 1.773 0.298 -4.007
N 1.711 4.802 2.643
C 0.181 3.349 3.766
H -3.391 2.172 -6.747
H -0.223 4.112 0.006
H -6.663 0.864 -2.666
C -4.192 -1.837 0.194
N 2.028 -1.013 -3.435
C -5.937 1.608 -2.993
H 5.129 -6.563 3.892
H -4.098 -0.639 -4.667
H -3.709 0.452 -6.298
C 4.460 -6.255 3.088

7
Properties=species:S:1:pos:R:3 method="wB97M-V/def2-TZVPD" total_energy_ev=-8136.894 homo_lumo_gap_ev="9.2 / 8.3"
N 0.289 0.304 1.225
N 0.180 -0.745 0.153
O -0.894 -1.239 -0.368
H -0.592 0.765 1.273
C 0.967 0.370 0.021
O 1.778 0.938 -0.609
H -1.728 -0.393 -1.695